This record from OMol25 describes a molecular structure, C41H34As2Cl4FN2O7Y. The level of theory is ωB97M-V with the def2-TZVPD basis set.

```
92
Properties=species:S:1:pos:R:3:forces:R:3
Y 0.103017 1.743274 -0.607572 0.477 1.527 -0.344
C -2.480477 -0.686840 -1.078453 0.021 0.028 0.025
C -1.988360 -1.587465 0.065204 0.046 0.070 -0.203
As -0.389015 -0.878650 0.981582 -1.068 0.854 -0.070
C 0.458090 -2.493190 1.549811 0.350 -0.217 0.063
C -0.243382 -3.678489 1.728655 0.199 -0.196 0.144
C 0.426829 -4.826177 2.135535 -0.029 0.035 -0.026
C 1.797433 -4.794651 2.356313 -0.009 0.033 -0.010
C 2.505379 -3.616037 2.157023 -0.112 0.055 -0.028
C 1.838453 -2.468035 1.744365 0.053 -0.184 0.077
C -1.266746 -0.274235 2.636066 0.080 -0.149 -0.021
C -1.906843 -1.152913 3.509228 0.100 0.011 0.038
C -2.553592 -0.679722 4.637844 -0.001 0.097 0.031
C -2.576619 0.686503 4.905610 -0.009 -0.056 -0.032
C -1.952476 1.569346 4.040200 0.016 -0.113 -0.075
C -1.296678 1.089472 2.908198 -0.021 0.041 0.131
As -1.619743 -0.837127 -2.862669 0.426 -0.041 -0.024
C 0.343323 -0.729319 -2.458625 -0.338 -0.020 -0.295
C 1.027462 -1.740719 -1.764190 -0.108 -0.017 -0.073
C 2.402749 -1.764132 -1.719509 0.210 0.203 -0.076
C 3.137080 -0.756591 -2.356891 0.019 -0.257 0.127
C 2.488169 0.249491 -3.036138 -0.209 0.137 -0.052
C 1.089957 0.257297 -3.107236 -0.091 -0.080 0.070
C -1.669130 -2.817027 -2.979914 -0.069 -0.085 0.053
C -2.807704 -3.504861 -2.560411 0.010 -0.176 -0.025
C -2.953968 -4.871318 -2.778611 0.052 0.056 -0.018
C -1.959500 -5.582318 -3.436362 0.045 0.097 0.006
C -0.825821 -4.908527 -3.879268 -0.056 0.045 0.046
C -0.685746 -3.543352 -3.655366 -0.080 -0.116 -0.041
H -2.528690 0.385724 -0.830835 0.108 -0.050 0.045
H -3.513433 -0.936196 -1.326302 -0.118 -0.022 0.088
H -1.732759 -2.575155 -0.316808 0.003 -0.083 -0.012
H -2.755266 -1.716532 0.830142 -0.104 0.016 -0.023
H -1.309990 -3.717087 1.552534 -0.031 -0.011 -0.016
H -0.127462 -5.745885 2.273433 0.016 -0.031 0.014
H 2.314780 -5.691602 2.673723 0.001 -0.001 -0.001
H 3.577284 -3.589140 2.309568 0.001 -0.015 0.002
H 2.395158 -1.559052 1.540004 -0.056 0.021 -0.012
H -1.885786 -2.220498 3.323421 -0.002 -0.003 -0.028
H -3.038371 -1.375978 5.311533 -0.004 0.012 0.010
H -3.087780 1.056439 5.785908 0.008 0.004 0.001
H -1.977914 2.635458 4.225412 0.002 -0.011 0.002
H -0.826898 1.810217 2.250390 -0.010 -0.007 -0.089
H 0.472112 -2.546922 -1.300024 -0.017 -0.019 0.037
H 2.908527 -2.552252 -1.172918 0.012 0.021 -0.012
H 4.219193 -0.756778 -2.294915 -0.016 -0.019 -0.003
H 3.030583 1.058371 -3.507818 -0.018 0.025 0.046
H 0.584450 1.042558 -3.656283 0.030 0.043 0.045
H -3.602602 -2.973416 -2.050036 -0.003 0.001 -0.001
H -3.848718 -5.376964 -2.433806 0.009 -0.004 -0.001
H -2.066701 -6.647447 -3.604350 0.008 0.014 -0.006
H -0.043608 -5.448561 -4.400869 -0.011 0.009 0.008
H 0.207461 -3.042157 -4.011868 -0.019 0.014 0.026
Cl -4.330124 5.491286 -3.821414 0.161 0.000 0.043
C -2.796402 4.957508 -3.033128 -0.169 -0.215 0.090
C -1.608312 5.431305 -3.603942 0.688 -0.115 -0.061
Cl -1.720347 6.921325 -4.586795 -0.014 -0.287 0.186
C -0.214809 4.879351 -3.466132 -0.485 1.053 -0.465
Cl 1.133983 5.925108 -4.009868 -0.186 -0.085 0.084
C 0.165409 3.743381 -2.855371 1.246 -0.876 0.279
O 1.411330 3.290733 -2.539154 -0.823 0.145 0.329
C -1.792480 3.574402 -1.215280 0.341 -0.577 -0.330
O -1.959130 2.537083 -0.202100 0.854 -0.281 -0.284
C -2.993419 4.083644 -1.971059 -0.393 -0.036 0.485
Cl -4.489209 3.120188 -1.780466 0.362 0.214 -0.171
C -2.090346 2.287465 -4.332608 0.078 0.109 0.055
O -1.533131 1.928832 -3.070210 -0.190 -0.204 0.017
C -0.858223 2.918330 -2.259339 -0.594 -0.608 0.409
C -1.099512 4.737665 -0.515182 0.082 0.207 0.251
H -1.466552 3.044446 -4.812794 -0.035 -0.013 -0.033
H -3.108110 2.666407 -4.229894 -0.022 0.001 -0.007
H -2.107725 1.379863 -4.944213 0.024 -0.025 0.019
H -1.099402 5.646093 -1.116707 -0.012 -0.015 0.012
H -0.042793 4.515179 -0.279144 -0.094 -0.019 -0.030
H -1.637657 4.902379 0.422931 0.046 0.055 -0.050
F 1.214085 -0.357268 5.494699 -0.022 0.072 -0.187
C 2.367131 0.102796 4.995909 0.586 -0.271 0.976
C 2.478250 0.607352 3.775215 -0.473 0.267 -0.767
N 3.658624 1.081953 3.259578 0.437 0.014 -0.026
C 3.817927 1.557707 1.866677 0.023 -0.011 0.285
C 2.523086 1.543634 1.062476 -0.199 0.449 -0.392
O 1.709582 2.490508 1.240840 -0.320 -0.350 -0.013
O 2.376777 0.633756 0.217750 -0.078 -0.011 0.080
C 4.817625 1.070098 4.011014 -0.480 -0.091 -0.103
O 5.887616 1.458205 3.596764 0.154 0.024 0.047
N 4.659322 0.563234 5.293290 0.403 0.062 -0.003
C 3.530186 0.032902 5.886394 -0.784 -0.062 -0.285
O 3.535050 -0.418761 7.010200 0.176 -0.015 0.161
H 1.604965 0.689388 3.141199 -0.021 0.004 -0.080
H 4.545074 0.926750 1.364206 0.058 -0.073 0.048
H 4.204913 2.572409 1.911125 -0.019 0.056 -0.051
H 5.501042 0.542534 5.850878 0.001 0.019 -0.036
```
Positions in Å, forces in eV/Å.

## Properties
Net charge: -2
Energy relative to the best compared isomer or geometry (same formula, charge and spin) in kcal per mole: 89.8

=====

This record from OMol25 describes C19H14O4 in the gas phase. The level of theory is ωB97M-V with the def2-TZVPD basis set.

```
37
Properties=species:S:1:pos:R:3:forces:R:3
C 0.467655 2.367536 5.146654 0.066 1.290 -0.157
C -0.527517 2.496193 3.846229 -1.060 -0.680 -0.588
C -0.967523 1.022051 3.200421 -0.372 -2.727 -1.577
C -2.366141 0.234022 3.628703 2.070 -1.829 -2.749
C -2.817189 -1.228705 2.955798 4.597 2.284 -1.613
C -1.777300 -1.835807 1.816894 0.429 2.016 1.026
C -0.361888 -1.057910 1.382680 -2.403 0.860 2.001
C 0.051686 0.369350 2.080008 -3.431 -2.741 0.599
C 0.609930 -1.819782 0.254552 4.670 1.177 1.975
O 1.924996 -1.723425 0.449758 -7.971 -0.652 -1.748
C -0.168679 -2.641857 -0.922621 -4.193 -1.967 1.498
O 0.210783 -2.769934 -2.333826 1.319 2.690 2.375
C 1.346637 -1.918716 -2.704834 7.349 -1.673 1.206
O 2.594160 -2.392125 -2.436990 -8.574 3.004 -2.012
C 1.282844 -0.468068 -3.472350 -0.299 3.027 -2.282
C 2.156755 -0.371021 -4.895491 -1.147 2.565 0.652
C 2.270429 0.973292 -5.826412 -2.496 -0.305 4.080
C 1.459210 2.323546 -5.311791 0.169 -4.104 2.136
C 0.594567 2.255965 -3.892705 1.799 -2.436 -1.697
C 0.482202 0.870117 -2.963426 2.144 -0.174 -3.404
C -1.452689 -3.345497 -0.520233 2.786 1.941 -0.499
C -2.077751 -3.276784 1.022163 -1.399 -2.970 2.070
O -2.730522 -4.312284 1.587281 3.917 6.699 -3.782
H 1.433385 1.741148 4.903264 -2.159 1.046 0.534
H -0.099907 2.003552 6.110844 1.206 0.434 -2.116
H 0.842345 3.475020 5.383236 -0.791 -2.380 -0.461
H -0.043514 3.157304 2.984372 -0.869 -1.647 1.860
H -1.557779 3.036078 4.103429 2.337 -1.139 -0.272
H -3.097995 0.699333 4.414468 1.703 -0.857 -1.683
H -3.804645 -1.798012 3.228590 2.242 1.296 -0.571
H 1.071196 0.854296 1.734375 -2.417 -0.978 0.941
H 2.754153 -1.328563 -5.251954 -1.483 2.180 0.980
H 2.920890 0.943112 -6.827271 -1.687 0.116 2.569
H 1.548515 3.280132 -5.990369 -0.415 -2.010 1.784
H 0.037780 3.269187 -3.603325 1.309 -2.680 -0.445
H -0.138019 0.852026 -1.944953 1.517 0.136 -2.581
H -2.071063 -3.934769 -1.335164 1.537 1.189 1.949
```
Positions in Å, forces in eV/Å.

## Properties
Energy relative to the best compared isomer or geometry (same formula, charge and spin) in kcal per mole: 557.7

=====

This record from OMol25 describes a gas-phase ion, C9H12N3S (charge +1). The level of theory is ωB97M-V with the def2-TZVPD basis set.

```
25
Properties=species:S:1:pos:R:3:forces:R:3
C 1.533019 -2.922369 -0.253802 -0.240 2.817 1.000
C 0.199737 -2.780474 -0.166948 -0.344 -1.347 -1.586
C 2.369920 -1.812340 -0.002189 0.081 2.779 0.859
C -0.501411 -1.472739 -0.151626 0.710 1.847 1.808
C 1.830334 -0.578073 0.346774 1.612 -0.940 -0.221
C 0.445532 -0.435032 0.458435 -2.416 0.474 -0.606
C -0.863254 -0.944607 -1.699815 -0.087 -3.710 -1.258
C -0.801091 1.361775 -1.097521 0.682 -2.819 0.291
C -0.118949 0.739230 0.974856 -2.648 -3.099 -2.358
N -1.103086 0.410541 -1.780860 -0.312 0.055 0.754
N -1.345154 2.661006 1.887156 -0.599 4.736 0.899
N -0.672304 2.619271 -1.212809 0.603 3.843 -2.203
S -1.662019 1.077864 1.774683 -0.807 -2.737 -0.048
H 2.158261 -3.730152 -0.349206 0.104 -2.831 -0.485
H -0.270218 -3.715728 -0.403601 -1.139 -0.065 0.194
H 3.450983 -1.956433 0.071822 -0.337 0.129 -0.290
H -1.482783 -1.336027 0.404294 1.071 -0.972 -0.790
H 2.449836 0.270925 0.654983 -0.045 -0.471 -0.102
H -1.799079 -1.614507 -1.970260 1.792 1.641 0.346
H 0.006308 -1.308064 -2.384358 -1.405 0.897 1.200
H 0.432307 1.495169 1.297492 3.214 3.010 0.919
H -2.141229 3.370875 1.969077 1.176 -1.889 -0.529
H -0.707801 2.909726 2.641926 -0.172 -0.196 0.079
H -0.342816 3.259085 -0.504081 -0.312 -0.442 0.294
H -0.627880 3.002772 -2.206767 -0.182 -0.709 1.834
```
Positions in Å, forces in eV/Å.

## Properties
Net charge: +1
Energy relative to the best compared isomer or geometry (same formula, charge and spin) in kcal per mole: 86.7

=====

This record from OMol25 describes 2 unconnected molecules or ions with the total composition C16H27N2O. The level of theory is ωB97M-V with the def2-TZVPD basis set.

```
46
Properties=species:S:1:pos:R:3:forces:R:3
C -1.732624 -1.876349 -3.424712 -1.019 0.563 -1.437
O -1.062931 -2.372975 -2.288862 3.926 0.615 0.797
C 0.244541 -2.017073 -2.279009 -1.896 -1.108 0.950
C 1.117457 -2.427248 -1.263702 -0.563 -0.186 0.069
C 2.488952 -2.078131 -1.226618 0.039 0.115 -0.161
C 3.290272 -2.523696 -0.205254 -0.014 0.218 -0.333
C 2.780044 -3.326064 0.816854 -0.027 -0.047 0.069
C 3.658209 -3.804920 1.918146 -0.125 -0.230 0.293
C 1.429409 -3.672463 0.785054 -0.338 -0.020 -0.104
C 0.614422 -3.237461 -0.226127 -0.124 -0.211 0.268
H -2.782415 -2.175949 -3.387862 0.310 -0.029 0.189
H -1.665059 -0.788818 -3.443356 -0.120 0.015 0.014
H -1.270256 -2.280266 -4.325743 -0.130 -0.049 -0.005
H 0.611251 -1.403263 -3.086931 -0.118 0.199 -0.348
H 2.905168 -1.462176 -2.005630 0.094 0.147 -0.175
H 4.333795 -2.259296 -0.178453 0.174 0.105 -0.086
H 3.103790 -4.420531 2.627642 0.030 0.058 -0.072
H 4.477796 -4.409314 1.527356 0.077 0.101 -0.053
H 4.082490 -2.965585 2.470603 0.091 0.042 -0.092
H 1.026931 -4.291806 1.567102 -0.100 -0.121 0.151
H -0.426133 -3.510251 -0.249354 -0.189 -0.097 0.087
C -2.129417 2.432158 3.163951 0.774 -0.197 -0.064
N -0.868862 2.081283 2.500041 0.303 -0.233 -0.711
C 0.317310 1.939876 3.385571 -1.216 0.363 -0.658
C -0.632318 2.933930 1.295064 -0.005 -0.646 0.804
C -0.722259 2.138993 -0.009633 -0.086 -0.251 -0.215
C -0.403915 2.971150 -1.272072 -0.258 -0.040 0.216
C -1.242230 2.328314 -2.385264 -0.004 0.020 -0.026
C -2.467403 1.760282 -1.657130 -0.133 0.241 0.383
N -2.084556 1.567960 -0.237254 0.511 -0.283 -0.185
H -2.946571 2.400952 2.444121 0.099 -0.022 -0.034
H -2.348541 1.724238 3.962397 0.045 -0.030 0.032
H -2.066644 3.433718 3.588413 -0.190 0.315 0.240
H 1.166338 1.562280 2.816806 -0.030 0.026 -0.089
H 0.582707 2.900852 3.824701 0.242 0.218 0.237
H 0.107368 1.234305 4.188373 -0.106 -0.006 -0.023
H -1.358948 3.750145 1.279607 -0.109 -0.027 -0.109
H 0.349298 3.409550 1.381042 0.112 -0.048 -0.123
H -0.004491 1.305796 0.046956 0.053 0.119 0.131
H -0.720120 4.005993 -1.114880 -0.013 -0.014 -0.017
H 0.667719 2.987128 -1.497938 -0.196 0.003 0.068
H -1.522494 3.038168 -3.173440 0.106 -0.180 0.171
H -0.680880 1.519184 -2.864523 0.084 -0.016 0.004
H -3.298725 2.472343 -1.691848 0.078 -0.064 -0.120
H -2.831022 0.828137 -2.105607 0.019 0.098 0.082
H -2.086452 0.576899 0.011403 -0.059 0.575 -0.015
```
Positions in Å, forces in eV/Å.

## Properties
Net charge: +1
Energy relative to the best compared isomer or geometry (same formula, charge and spin) in kcal per mole: 61.1

=====

Q: Look up the energy relative to the best compared isomer or geometry (same formula, charge and spin) of the fourth one.
A: 61.1 kcal per mole

=====

Q: Among the records above, which one has the highest energy relative to the best compared isomer or geometry (same formula, charge and spin)?
A: C19H14O4